# 1
The following is a DFT calculation (ωB97M-V with the def2-TZVPD basis set) of a structure of composition C36H62N4O4PY.

As for the HOMO energy: -14.3 eV. The electronic energy comes out at -62808.796 eV. The calculation puts the strongest force on any atom at 0.0365 Eh/bohr. Its total charge is +2. The molar mass comes out at 734.8 g/mol. As for the spin multiplicity: 1.

Structure (XYZ):
```
108
Properties=species:S:1:pos:R:3:mulliken_charge:R:1
Y 0.117 -1.380 -0.091 0.29
C -1.108 -3.201 5.437 -1.86
C -0.255 -2.439 4.480 0.69
C 1.030 -2.885 4.170 -0.64
C 1.843 -2.167 3.313 -0.97
C 1.385 -0.992 2.717 -0.28
C 0.096 -0.542 3.013 0.37
C -0.700 -1.252 3.906 -0.86
H -1.249 -4.225 5.095 0.36
H -2.080 -2.732 5.564 0.36
H -0.625 -3.256 6.411 0.48
H 1.411 -3.780 4.637 0.51
H 2.851 -2.510 3.130 0.65
H 2.076 -0.376 2.141 0.57
H -0.234 0.434 2.671 0.37
H -1.658 -0.850 4.207 0.65
O -2.564 -1.671 0.394 -0.39
C -3.204 -1.991 1.643 -0.22
C -3.347 -3.491 1.872 -0.94
C -2.009 -4.234 1.692 0.57
C -1.803 -4.708 0.283 0.37
C -2.242 -5.991 -0.043 -0.89
C -2.120 -6.465 -1.333 -0.61
C -1.532 -5.633 -2.274 -1.41
C -1.107 -4.385 -1.866 0.19
N -1.235 -3.903 -0.625 0.67
H -3.072 -2.167 -0.266 0.29
H -4.184 -1.501 1.667 0.45
H -2.567 -1.567 2.418 -0.20
H -4.104 -3.916 1.206 0.36
H -3.703 -3.628 2.894 0.53
H -2.009 -5.113 2.333 0.66
H -1.181 -3.592 2.001 -0.95
H -2.687 -6.606 0.722 0.55
H -2.463 -7.451 -1.599 0.47
H -1.415 -5.938 -3.300 0.53
H -0.626 -3.727 -2.575 -0.28
N -1.539 -1.055 -2.260 -0.22
C -1.200 -0.627 -3.641 -0.45
C -0.206 -1.561 -4.321 -1.17
C 1.210 -1.466 -3.768 -0.11
N 1.348 -2.012 -2.399 -0.05
H -1.961 -1.982 -2.343 0.42
H -2.299 -0.447 -1.951 -0.02
H -0.789 0.386 -3.592 0.19
H -2.103 -0.594 -4.263 0.49
H -0.167 -1.292 -5.377 0.49
H -0.566 -2.590 -4.269 0.36
H 1.508 -0.417 -3.753 -0.25
H 1.886 -1.987 -4.455 0.55
H 2.314 -1.822 -2.112 0.33
H 1.296 -3.032 -2.477 0.27
C 1.732 5.290 2.230 -0.65
C 2.907 4.320 2.189 -0.92
C 2.650 3.127 1.242 -0.21
C 1.147 2.973 0.994 0.52
C 0.454 3.098 2.351 -0.69
C 0.489 4.578 2.775 -0.98
P 0.645 1.557 -0.138 1.57
C -1.031 2.118 -0.796 1.20
C -1.206 3.566 -1.302 -0.68
C -2.397 4.272 -0.650 -0.82
C -3.680 3.457 -0.811 -0.99
C -3.505 2.002 -0.330 -0.70
C -2.108 1.764 0.239 0.06
C 1.808 1.696 -1.609 2.07
C 3.133 0.975 -1.308 -0.55
C 3.948 0.747 -2.592 -1.04
C 3.766 1.902 -3.584 -0.65
C 3.458 3.191 -2.836 -0.85
C 2.072 3.104 -2.184 -0.73
H 1.548 5.701 1.235 0.24
H 1.978 6.133 2.874 0.51
H 3.084 3.966 3.204 0.36
H 3.803 4.849 1.867 0.48
H 3.055 2.216 1.688 0.08
H 3.176 3.307 0.308 -0.05
H 0.813 3.825 0.389 0.04
H 0.988 2.496 3.086 0.47
H -0.579 2.755 2.336 0.13
H 0.490 4.632 3.863 0.53
H -0.411 5.091 2.429 0.22
H -1.177 1.447 -1.653 -0.82
H -1.377 3.540 -2.380 0.35
H -0.316 4.174 -1.148 0.26
H -2.529 5.244 -1.130 0.50
H -2.202 4.456 0.408 0.18
H -3.976 3.466 -1.861 0.37
H -4.478 3.940 -0.247 0.41
H -3.679 1.316 -1.160 0.09
H -4.236 1.765 0.443 0.53
H -1.995 0.711 0.552 -0.51
H -2.011 2.387 1.126 0.12
H 1.279 1.105 -2.370 -0.97
H 2.954 0.019 -0.803 -0.35
H 3.728 1.581 -0.629 0.50
H 3.670 -0.195 -3.067 0.23
H 5.000 0.658 -2.318 0.51
H 2.946 1.693 -4.275 0.23
H 4.666 2.016 -4.185 0.52
H 3.472 4.040 -3.518 0.58
H 4.236 3.367 -2.093 0.28
H 1.316 3.322 -2.941 0.39
H 2.007 3.880 -1.423 0.00
O 2.362 -2.008 0.123 -0.57
N 2.031 -3.104 0.623 1.04
O 2.801 -3.982 0.793 -0.64
O 0.819 -3.216 0.914 -0.44
```

---

# 2
The following is a DFT calculation (ωB97M-V with the def2-TZVPD basis set) of a cluster of 9 separate species, C36H62N6O6S3 in total.

As for the HOMO energy: -7.8 eV. The electronic energy comes out at -92065.938 eV. The calculation puts the strongest force on any atom at 0.0391 Eh/bohr. Its total charge is 0. Its SMILES is O=S1(=O)CCCC1.O=S1(=O)CCCC1.O=S1(=O)CCCC1.c1cc[nH]c1.c1cc[nH]c1.CCCC#N.CCCC#N.CCCC#N.CCCC#N. The molar mass comes out at 771.1 g/mol. As for the spin multiplicity: 1.

Structure (XYZ):
```
113
Properties=species:S:1:pos:R:3:mulliken_charge:R:1
O 3.861 1.987 -2.497 -0.69
S 3.885 0.822 -3.348 1.20
O 3.992 -0.484 -2.756 -0.63
C 2.452 0.874 -4.407 -0.39
C 2.941 0.649 -5.826 -0.75
C 4.399 1.108 -5.972 -0.61
C 5.126 1.056 -4.627 -0.67
H 2.043 1.890 -4.342 0.18
H 1.635 0.291 -3.984 0.33
H 2.892 -0.436 -6.001 0.27
H 2.281 1.018 -6.608 0.44
H 4.424 2.119 -6.375 0.28
H 4.867 0.433 -6.686 0.31
H 5.603 2.011 -4.433 0.34
H 5.816 0.220 -4.571 0.39
O -3.569 0.712 1.060 -0.46
S -4.353 1.901 0.894 1.12
O -4.798 2.670 2.030 -0.76
C -3.481 2.954 -0.259 -0.22
C -3.746 2.287 -1.595 -0.35
C -5.243 1.947 -1.636 -0.88
C -5.740 1.621 -0.224 -0.79
H -2.441 3.061 0.041 -0.27
H -3.945 3.942 -0.208 0.40
H -3.435 2.902 -2.439 0.47
H -3.178 1.361 -1.708 0.13
H -5.501 1.149 -2.335 0.35
H -5.816 2.779 -2.052 0.31
H -6.199 0.672 0.045 0.48
H -6.454 2.384 0.092 0.34
O -3.210 -5.586 -0.206 -0.62
S -3.605 -5.252 1.142 1.08
O -4.996 -5.067 1.422 -0.69
C -2.918 -6.467 2.266 -0.74
C -1.616 -5.890 2.819 -0.67
C -1.852 -4.392 2.936 -0.64
C -2.564 -3.881 1.685 -0.22
H -2.872 -7.437 1.782 0.44
H -3.620 -6.507 3.102 0.35
H -1.439 -6.311 3.810 0.33
H -0.767 -6.213 2.215 0.29
H -0.957 -3.776 3.030 0.40
H -2.467 -4.149 3.803 0.33
H -1.870 -3.779 0.852 -0.20
H -3.185 -3.000 1.822 0.49
C 3.704 -4.878 0.782 -0.38
C 4.855 -5.724 0.678 -0.57
C 5.070 -5.950 -0.637 -0.58
N 4.134 -5.275 -1.350 0.10
C 3.366 -4.524 -0.485 -0.01
H 3.233 -4.486 1.667 0.44
H 5.399 -6.182 1.487 0.40
H 5.823 -6.591 -1.064 0.39
H 3.999 -5.319 -2.344 0.22
H 2.645 -3.829 -0.877 0.01
C 0.615 -4.946 -3.049 0.10
C -0.773 -5.028 -3.333 -0.83
C -1.080 -3.887 -4.034 -0.57
N 0.072 -3.185 -4.251 0.08
C 1.126 -3.825 -3.622 -0.77
H 1.121 -5.677 -2.437 0.45
H -1.459 -5.832 -3.132 0.41
H -2.011 -3.613 -4.502 0.43
H 0.175 -2.319 -4.746 0.20
H 2.094 -3.351 -3.639 0.50
C -0.220 1.357 6.424 -1.22
C -1.246 1.817 5.402 -0.11
C -1.247 0.958 4.144 0.61
C -1.603 -0.456 4.354 -0.01
N -1.856 -1.563 4.528 -0.53
H -0.197 0.288 6.627 0.35
H -0.356 1.893 7.364 0.38
H 0.775 1.619 6.049 0.27
H -1.055 2.836 5.066 -0.05
H -2.248 1.821 5.839 0.45
H -0.245 0.835 3.728 0.05
H -1.943 1.302 3.376 -0.10
C -0.350 0.519 0.447 0.07
C 0.178 -0.156 -0.803 -0.61
C 0.638 -1.607 -0.588 1.22
C 1.499 -1.742 0.598 0.14
N 2.122 -1.845 1.557 -0.65
H 0.374 0.572 1.258 0.41
H -1.190 -0.093 0.783 0.38
H -0.655 1.530 0.181 -0.88
H 1.055 0.391 -1.187 -0.18
H -0.473 -0.124 -1.679 0.51
H 1.183 -2.014 -1.437 -0.12
H -0.257 -2.188 -0.343 -0.33
C -0.383 5.940 -1.776 -1.35
C 0.074 5.089 -0.599 -0.05
C 0.739 3.749 -0.985 0.30
C 0.047 3.041 -2.062 0.13
N -0.505 2.508 -2.916 -0.68
H -0.865 5.301 -2.519 0.31
H 0.467 6.426 -2.255 0.35
H -1.120 6.678 -1.469 0.38
H -0.772 4.863 0.056 0.13
H 0.810 5.586 0.036 0.24
H 0.816 3.079 -0.126 -0.13
H 1.769 3.906 -1.319 0.54
C -0.063 5.773 4.014 -0.76
C 1.330 6.164 3.495 -0.50
C 2.195 5.034 2.895 -0.44
C 1.695 3.679 3.062 0.34
N 1.283 2.612 3.164 -0.39
H -0.862 6.372 3.577 0.32
H -0.123 5.847 5.098 0.32
H -0.339 4.745 3.771 -0.05
H 1.864 6.575 4.353 0.32
H 1.253 7.013 2.819 0.35
H 3.200 5.107 3.309 0.36
H 2.318 5.189 1.820 0.13
```

---

# 3
The following is a DFT calculation (ωB97M-V with the def2-TZVPD basis set) of a cluster of 11 separate species, C36H63Cl2F9N11O10S3 in total.

Its energy above the lowest of the compared OMol25 structures with the same formula, charge and spin is 0.0 kcal/mol. As for the HOMO energy: -7.9 eV. The electronic energy comes out at -157218.363 eV. The calculation puts the strongest force on any atom at 0.0626 Eh/bohr. Its total charge is +1. The molar mass comes out at 1148.1 g/mol. As for the spin multiplicity: 1.

Structure (XYZ):
```
134
Properties=species:S:1:pos:R:3:mulliken_charge:R:1
C 2.879 0.521 -4.793 -0.27
C 3.600 0.602 -6.096 0.02
O 4.165 1.532 -6.550 -0.44
N 3.316 -0.488 -7.116 -0.08
H 2.488 -1.063 -6.943 0.42
H 3.011 -0.040 -7.988 0.37
C 4.573 -1.330 -7.335 -0.75
H 2.572 1.534 -4.519 -0.15
H 3.718 0.282 -4.125 0.28
H 2.030 -0.155 -4.753 0.46
H 4.181 -2.300 -7.614 0.35
H 5.080 -1.309 -6.370 0.32
H 5.316 -0.854 -7.967 0.32
C -0.867 -1.580 2.193 -0.81
C -1.537 -0.370 1.522 -0.29
N -0.690 0.230 0.508 0.52
C 0.028 -0.433 -0.462 -0.31
C 0.590 0.525 -1.275 -1.17
N 0.268 1.746 -0.703 0.30
C -0.386 1.526 0.410 -0.21
C 0.539 3.058 -1.276 -0.39
H 0.063 -1.300 2.700 0.26
H -0.596 -2.405 1.539 0.21
H -1.500 -1.818 3.050 0.37
H -1.653 0.312 2.363 0.34
H -2.509 -0.702 1.165 -0.12
H 0.005 -1.504 -0.569 0.28
H 1.171 0.393 -2.168 0.70
H -0.712 2.228 1.155 0.42
H 0.096 3.881 -0.713 -0.21
H 0.155 3.112 -2.291 0.33
H 1.598 3.318 -1.298 0.38
C 3.391 -0.360 5.002 -0.96
C 3.176 -1.099 6.303 -0.59
N 2.481 -2.349 6.066 0.19
C 2.980 -3.551 5.603 -0.56
C 1.903 -4.323 5.369 -0.40
N 0.754 -3.588 5.576 0.25
C 1.145 -2.442 6.149 -0.39
C -0.586 -4.008 5.201 -0.58
H 4.172 -0.892 4.442 0.45
H 3.673 0.669 5.209 0.33
H 2.636 -0.360 4.213 0.09
H 2.614 -0.521 7.038 0.47
H 4.128 -1.243 6.815 0.33
H 4.009 -3.786 5.399 0.46
H 1.709 -5.282 4.908 0.57
H 0.513 -1.598 6.390 0.53
H -1.210 -3.914 6.085 0.43
H -0.486 -5.055 4.910 0.34
H -0.908 -3.520 4.283 0.01
C 0.364 11.627 0.019 -1.17
C 1.615 10.794 0.215 -0.36
N 1.287 9.559 0.958 0.15
C 1.929 9.192 2.123 -0.38
C 1.419 7.996 2.491 -0.40
N 0.571 7.562 1.499 0.22
C 0.483 8.559 0.601 -0.19
C -0.241 6.353 1.473 -0.93
H -0.170 11.827 0.949 0.36
H -0.382 11.077 -0.559 0.35
H 0.622 12.508 -0.564 0.36
H 2.505 11.273 0.607 0.37
H 1.872 10.488 -0.803 0.29
H 2.687 9.858 2.497 0.43
H 1.594 7.314 3.306 0.47
H -0.076 8.514 -0.319 0.39
H -1.322 6.440 1.405 0.35
H 0.018 5.721 2.320 0.29
H 0.074 5.804 0.584 0.40
C -5.598 -2.485 0.230 -1.55
C -6.953 -2.026 0.734 -0.25
N -7.896 -1.728 -0.365 0.14
C -9.242 -1.507 -0.160 -0.47
C -9.777 -1.365 -1.397 -0.42
N -8.829 -1.729 -2.339 0.12
C -7.666 -1.790 -1.678 -0.11
C -9.009 -1.675 -3.779 -0.85
H -5.601 -3.109 -0.661 0.40
H -5.139 -3.060 1.035 0.46
H -4.879 -1.684 0.056 0.47
H -6.875 -1.159 1.387 0.32
H -7.454 -2.831 1.272 0.35
H -9.725 -1.398 0.794 0.43
H -10.753 -1.133 -1.792 0.45
H -6.715 -2.024 -2.130 0.46
H -8.117 -2.028 -4.285 0.33
H -9.417 -0.687 -3.984 0.34
H -9.788 -2.408 -4.003 0.35
C 2.423 -3.030 -2.746 -1.05
C 0.991 -3.611 -2.782 0.57
N 0.924 -5.064 -2.707 0.55
C 1.445 -5.949 -3.618 -0.26
C 1.126 -7.214 -3.227 -0.60
N 0.165 -7.057 -2.217 0.30
C 0.097 -5.764 -1.943 -0.38
C -0.573 -8.129 -1.580 -0.87
H 2.433 -1.943 -2.707 0.21
H 3.049 -3.371 -3.570 0.37
H 2.887 -3.348 -1.810 0.33
H 0.541 -3.227 -3.695 0.32
H 0.472 -3.146 -1.951 -0.75
H 1.850 -5.677 -4.579 0.38
H 1.197 -8.142 -3.766 0.37
H -0.587 -5.256 -1.268 0.38
H -0.064 -8.445 -0.674 0.30
H -0.684 -8.901 -2.347 0.37
H -1.627 -7.874 -1.477 0.34
Cl -2.309 -3.010 -1.456 -0.75
Cl -0.235 2.114 -4.998 -0.82
C -0.281 2.414 4.117 0.55
F -0.025 3.699 4.304 -0.23
F -1.541 2.292 3.699 -0.22
F 0.516 1.777 3.247 -0.21
S -0.102 1.453 5.707 1.30
O 1.276 1.697 6.152 -0.71
O -1.065 1.964 6.679 -0.71
O -0.365 0.082 5.286 -0.68
C 5.067 5.064 -2.321 0.49
F 6.261 4.566 -2.064 -0.22
F 4.338 5.067 -1.187 -0.25
F 5.134 6.367 -2.639 -0.23
S 4.187 3.978 -3.586 1.25
O 2.750 4.212 -3.403 -0.65
O 4.641 4.438 -4.885 -0.65
O 4.543 2.610 -3.212 -0.68
C 1.591 -4.535 1.489 0.55
F 1.244 -3.898 0.371 -0.10
F 2.910 -4.715 1.469 -0.27
F 1.301 -3.719 2.507 -0.12
S 0.576 -6.102 1.710 1.13
O 1.148 -7.217 0.931 -0.71
O 0.599 -6.372 3.134 -0.67
O -0.728 -5.651 1.232 -0.65
```